The following is a quantum chemistry calculation of a cluster of 2 separate species, C6H14O in total, from the OMol25 dataset.

Orbital gap   10.6 eV
ΔE to the lowest compared entry with this formula, charge and spin   40.05 kcal/mol
Strongest force on any atom   1.3 eV/A
Calculated total energy   -312.19122 Eh
Structure (SMILES)   CC(=O)CC(C)C.[H][H]
HOMO energy   -9.6 eV

Structure (ORCA input):
```
! wB97M-V def2-TZVPD RIJCOSX def2/J DEFGRID3
* xyz 0 1
C 2.74 0.56 -0.04
C 1.51 -0.25 0.30
O 1.60 -1.39 0.72
C 0.19 0.50 0.31
C -1.08 -0.35 0.31
C -1.60 -0.66 -1.10
C -2.17 0.36 1.12
H 3.04 0.97 0.92
H 2.57 1.40 -0.74
H 3.55 -0.07 -0.41
H 0.29 1.01 1.28
H 0.15 1.30 -0.45
H -0.82 -1.29 0.80
H -2.50 -1.29 -1.05
H -0.87 -1.18 -1.72
H -1.89 0.27 -1.62
H -3.09 -0.24 1.15
H -2.42 1.33 0.67
H -1.84 0.53 2.15
H 1.29 -0.74 -1.70
H 1.37 -1.32 -1.24
*
```


The following is a quantum chemistry calculation of the molecule C8H13N, from the OMol25 dataset.

Orbital gap   9.8 eV
ΔE to the lowest compared entry with this formula, charge and spin   40.96 kcal/mol
Strongest force on any atom   4.1 eV/A
Calculated total energy   -367.31186 Eh
Structure (SMILES)   CC(C)=CC(C)(C)C#N
HOMO energy   -9.0 eV

Structure (ORCA input):
```
! wB97M-V def2-TZVPD RIJCOSX def2/J DEFGRID3
* xyz 0 1
C -2.45 -0.96 -0.45
C -1.04 -0.54 -0.72
C -0.49 -1.06 -1.99
C -0.49 0.11 0.34
C 0.94 0.55 0.62
C 1.33 -0.18 1.92
C 1.01 2.13 0.61
C 1.75 0.19 -0.49
N 2.40 -0.08 -1.41
H -2.30 -2.02 -0.09
H -3.06 -1.06 -1.36
H -2.91 -0.45 0.44
H 0.56 -1.48 -1.88
H -1.02 -1.74 -2.59
H -0.51 -0.17 -2.65
H -1.00 0.20 1.21
H 0.86 0.15 2.79
H 2.40 -0.12 2.08
H 0.90 -1.19 1.78
H 0.44 2.56 1.47
H 2.04 2.57 0.69
H 0.62 2.60 -0.33
*
```


E_LUMO, record by record: 1.02 0.78 eV